*A*
Molecular formula: C21H26N4O3S
Method: DFT, wB97M-V/def2-TZVPD

## Properties
- SMILES: COCCn1c(SCC(=O)N2CCC(C)CC2)nc2c([nH]c3ccccc32)c1=O
- Orbital gap: 8.2 eV

```
! RIJCOSX wB97M-V def2-TZVPD def2/J DEFGRID3
* xyz 0 1
C -3.90 1.86 -0.81
O -3.40 0.69 -0.21
C -3.71 -0.48 -0.93
C -3.36 -1.69 -0.06
N -2.03 -1.58 0.51
C -0.91 -1.79 -0.23
S -1.10 -2.32 -1.90
C 0.64 -2.62 -2.35
C 1.70 -1.62 -1.89
O 2.71 -2.05 -1.37
N 1.55 -0.32 -2.20
C 0.47 0.30 -2.93
C -0.31 1.26 -2.02
C 0.62 2.30 -1.40
C -0.15 3.18 -0.42
C 1.78 1.58 -0.70
C 2.49 0.65 -1.67
N 0.30 -1.65 0.18
C 0.46 -1.23 1.45
C -0.62 -0.99 2.29
N -0.16 -0.57 3.52
C 1.21 -0.55 3.48
C 2.12 -0.21 4.47
C 3.46 -0.29 4.16
C 3.90 -0.71 2.89
C 3.01 -1.05 1.91
C 1.65 -0.97 2.20
C -1.97 -1.17 1.87
O -2.98 -1.05 2.54
H -3.50 1.99 -1.82
H -3.59 2.69 -0.18
H -5.00 1.83 -0.86
H -4.78 -0.52 -1.17
H -3.14 -0.50 -1.88
H -4.04 -1.73 0.79
H -3.43 -2.61 -0.66
H 0.92 -3.58 -1.92
H 0.63 -2.70 -3.44
H -0.19 -0.45 -3.35
H 0.91 0.88 -3.75
H -1.09 1.75 -2.61
H -0.80 0.69 -1.22
H 1.03 2.93 -2.20
H -0.60 2.58 0.36
H 0.52 3.91 0.05
H -0.94 3.73 -0.93
H 2.49 2.31 -0.31
H 1.39 1.00 0.14
H 3.29 0.10 -1.17
H 2.92 1.22 -2.50
H -0.75 -0.34 4.30
H 1.79 0.11 5.45
H 4.20 -0.03 4.90
H 4.96 -0.76 2.70
H 3.32 -1.39 0.93
*
```

***

*B*
Molecular formula: C21H26N4O3S
Method: DFT, wB97M-V/def2-TZVPD

## Properties
- SMILES: CCC(=O)N1CCCc2cc(S(=O)(=O)N3CCN(c4ccccn4)CC3)ccc21
- Orbital gap: 8.3 eV

```
! RIJCOSX wB97M-V def2-TZVPD def2/J DEFGRID3
* xyz 0 1
C -2.79 -4.14 -1.18
C -2.89 -2.63 -1.35
C -4.07 -2.10 -0.55
O -5.09 -2.75 -0.41
N -3.94 -0.90 0.09
C -4.99 -0.61 1.07
C -4.62 0.52 2.02
C -3.12 0.45 2.34
C -2.41 0.68 1.05
C -1.36 1.58 0.92
C -0.81 1.82 -0.33
S 0.58 2.93 -0.48
O 0.59 3.46 -1.81
O 0.55 3.83 0.64
N 1.96 2.01 -0.32
C 2.35 1.18 -1.43
C 1.88 -0.27 -1.24
N 2.34 -0.77 0.04
C 3.57 -1.36 0.20
C 4.26 -2.01 -0.85
C 5.45 -2.64 -0.57
C 5.95 -2.63 0.73
C 5.20 -1.98 1.69
N 4.06 -1.37 1.44
C 1.82 0.03 1.13
C 2.28 1.48 0.98
C -1.33 1.22 -1.46
C -2.38 0.33 -1.34
C -2.90 0.02 -0.08
H -2.01 -4.54 -1.83
H -3.74 -4.60 -1.43
H -2.54 -4.39 -0.15
H -1.97 -2.14 -1.03
H -3.06 -2.40 -2.40
H -5.16 -1.53 1.63
H -5.92 -0.38 0.54
H -4.82 1.49 1.55
H -5.22 0.45 2.92
H -2.89 -0.55 2.74
H -2.84 1.19 3.09
H -0.97 2.11 1.77
H 1.93 1.63 -2.33
H 3.45 1.20 -1.50
H 2.24 -0.89 -2.06
H 0.79 -0.30 -1.24
H 3.87 -2.02 -1.85
H 5.99 -3.14 -1.36
H 6.88 -3.12 0.98
H 5.52 -1.94 2.72
H 2.20 -0.39 2.06
H 0.73 -0.04 1.10
H 1.81 2.13 1.72
H 3.37 1.52 1.11
H -0.93 1.48 -2.42
H -2.82 -0.12 -2.22
*
```

***

Which structure wins on stability? *A* wins.

***

*A*
Molecular formula: C2H4FNO3
Method: DFT, wB97M-V/def2-TZVPD

## Properties
- Orbital gap (spin up / spin down): 7.1 / 7.1 eV

```
! RIJCOSX wB97M-V def2-TZVPD def2/J DEFGRID3
* xyz 0 1
C -1.13 0.24 0.56
C 0.32 -0.11 0.65
N 1.33 0.56 -0.10
O 0.94 1.48 -0.79
O 2.47 0.19 0.09
O 0.19 -1.32 -1.49
F 0.59 -1.01 1.60
H -1.59 0.13 1.57
H -1.20 1.10 -0.14
H -1.76 -0.57 0.12
H -0.16 -0.69 -2.06
*
```

***

*B*
Molecular formula: C2H4FNO3
Method: DFT, wB97M-V/def2-TZVPD

## Properties
- SMILES: C[C@](O)(F)[N+](=O)[O-]
- Orbital gap: 10.5 eV

```
! RIJCOSX wB97M-V def2-TZVPD def2/J DEFGRID3
* xyz 0 1
C 0.60 -0.32 0.41
C -1.04 0.61 0.28
O -1.03 1.60 -0.62
F -1.45 1.06 1.51
N -2.08 -0.40 -0.08
O -2.31 -1.36 0.67
O -2.74 -0.16 -1.09
H 0.76 -0.97 -0.45
H 1.32 0.39 0.82
H 0.35 -0.95 1.30
H -1.90 1.36 -1.28
*
```

***

Which structure wins on stability? *B* wins.

***

*A*
Molecular formula: C4H7ClN2
Method: DFT, wB97M-V/def2-TZVPD

## Properties
- SMILES: [H]/N=C(\C)N/C=C/Cl
- Orbital gap: 8.9 eV

```
! RIJCOSX wB97M-V def2-TZVPD def2/J DEFGRID3
* xyz 0 1
H 0.61 0.68 -2.22
N 0.94 0.07 -1.51
C 0.05 0.03 -0.58
C -1.28 0.68 -0.61
N 0.42 -0.57 0.62
C 1.60 -1.24 0.73
C 2.18 -1.58 1.87
Cl 3.57 -2.54 1.75
H -1.64 0.69 0.38
H -1.98 0.31 -1.33
H -1.00 1.68 -0.88
H 0.11 -0.30 1.50
H 2.27 -1.53 -0.18
H 1.63 -1.44 2.76
*
```

***

*B*
Molecular formula: C4H7ClN2
Method: DFT, wB97M-V/def2-TZVPD

## Properties
- Orbital gap (spin up / spin down): 9.0 / 9.0 eV

```
! RIJCOSX wB97M-V def2-TZVPD def2/J DEFGRID3
* xyz 0 1
C 1.13 -1.25 0.08
C 1.92 -0.17 0.66
C -0.83 -0.05 0.31
C -1.82 0.48 -0.76
N -0.10 -1.28 -0.07
N 0.04 0.97 0.73
Cl 3.09 0.44 -0.45
H 1.52 -2.24 -0.21
H 2.30 -0.26 1.62
H -1.31 -0.23 1.30
H -1.42 0.68 -1.67
H -2.04 1.42 -0.51
H -2.82 -0.10 -0.96
H 0.35 1.60 -0.06
*
```

***

*C*
Molecular formula: C4H7ClN2
Method: DFT, wB97M-V/def2-TZVPD

## Properties
- SMILES: [H]/N=C1/CCCN1Cl
- Orbital gap: 9.6 eV

```
! RIJCOSX wB97M-V def2-TZVPD def2/J DEFGRID3
* xyz 0 1
H -0.86 2.79 0.77
N -1.10 1.79 1.05
C -0.48 0.81 0.65
C -0.77 -0.56 0.93
C 0.21 -1.33 -0.05
C 0.76 -0.36 -1.08
N 0.70 0.87 -0.37
Cl 1.09 2.32 -1.22
H -0.62 -0.79 1.92
H -1.74 -0.77 0.60
H 1.07 -1.67 0.64
H -0.27 -2.29 -0.40
H 1.90 -0.68 -1.35
H 0.13 -0.13 -2.09
*
```

***

*D*
Molecular formula: C4H7ClN2
Method: DFT, wB97M-V/def2-TZVPD

## Properties
- Orbital gap: 9.4 eV

```
! RIJCOSX wB97M-V def2-TZVPD def2/J DEFGRID3
* xyz 0 1
C -1.39 -1.11 0.55
C 0.35 0.15 -1.30
C 1.11 -0.03 1.05
C 0.31 0.64 0.08
N -1.13 -2.24 0.70
N -1.56 0.16 0.60
Cl -2.82 0.76 -0.44
H 0.40 -0.86 -1.63
H -0.48 0.67 -2.00
H 1.18 0.77 -1.72
H 0.86 0.09 2.08
H 2.13 0.33 1.16
H 0.97 -1.07 0.87
H 0.08 1.73 -0.01
*
```

***

Which structure wins on stability? *A* wins.

***

*A*
Molecular formula: C4H7ClN2
Method: DFT, wB97M-V/def2-TZVPD

## Properties
- SMILES: [H]/N=C(\NCl)C(=C)C
- Orbital gap: 10.3 eV

```
! RIJCOSX wB97M-V def2-TZVPD def2/J DEFGRID3
* xyz 0 1
H -1.19 1.49 -1.92
N -0.52 1.35 -1.17
C -0.54 0.23 -0.61
N -1.56 -0.84 -0.93
Cl -2.43 -0.62 -2.41
C 0.35 -0.07 0.51
C 0.13 -1.06 1.37
C 1.50 0.88 0.64
H -1.14 -1.77 -0.92
H 0.79 -1.24 2.20
H -0.73 -1.71 1.29
H 2.17 0.77 -0.22
H 1.13 1.90 0.63
H 2.06 0.69 1.55
*
```

***

*B*
Molecular formula: C4H7ClN2
Method: DFT, wB97M-V/def2-TZVPD

## Properties
- SMILES: [H]/N=C(\NCl)C(=C)C
- Orbital gap: 10.0 eV

```
! RIJCOSX wB97M-V def2-TZVPD def2/J DEFGRID3
* xyz 0 1
H -0.35 0.05 2.72
N 0.21 -0.12 1.98
C -0.33 0.28 0.88
N -1.50 1.06 0.74
Cl -2.87 0.87 1.74
C 0.34 -0.12 -0.38
C -0.04 0.35 -1.54
C 1.45 -1.07 -0.44
H -1.80 1.29 -0.18
H 0.47 0.20 -2.40
H -0.90 1.06 -1.65
H 2.28 -0.52 -0.75
H 1.56 -1.53 0.52
H 1.47 -1.79 -1.23
*
```

***

*C*
Molecular formula: C4H7ClN2
Method: DFT, wB97M-V/def2-TZVPD

## Properties
- SMILES: CN1C=C[C@@H](Cl)N1
- Orbital gap: 8.6 eV

```
! RIJCOSX wB97M-V def2-TZVPD def2/J DEFGRID3
* xyz 0 1
C 0.99 -1.20 -0.44
N -0.18 -0.32 -0.32
C -0.74 -0.04 0.99
C -1.18 1.22 1.09
C -0.85 2.10 -0.08
Cl 0.21 3.46 0.12
N -0.24 0.83 -1.15
H 1.75 -0.85 0.11
H 0.65 -2.18 0.00
H 1.15 -1.19 -1.52
H -0.79 -0.85 1.69
H -1.64 1.66 2.06
H -1.69 2.43 -0.52
H 0.70 1.06 -1.22
*
```

***

Which structure wins on stability? *A* wins.

***

*A*
Molecular formula: C21H23FN2O4
Method: DFT, wB97M-V/def2-TZVPD

## Properties
- SMILES: CN(CC(=O)Nc1cccc(F)c1)C(=O)c1ccc(OC[C@@H]2CCCO2)cc1
- Orbital gap: 9.1 eV

```
! RIJCOSX wB97M-V def2-TZVPD def2/J DEFGRID3
* xyz 0 1
C 0.44 -1.48 -2.76
N 0.70 -0.06 -2.71
C 1.78 0.42 -3.55
C 3.10 0.50 -2.76
O 4.01 -0.29 -2.93
N 3.09 1.53 -1.88
C 4.07 1.90 -0.96
C 3.76 2.95 -0.09
C 4.69 3.38 0.84
C 5.93 2.78 0.92
C 6.22 1.74 0.05
F 7.42 1.15 0.12
C 5.31 1.29 -0.89
C 0.04 0.83 -1.94
O 0.35 2.02 -1.94
C -1.06 0.32 -1.07
C -2.36 0.77 -1.28
C -3.38 0.37 -0.45
C -3.13 -0.48 0.63
O -4.20 -0.81 1.39
C -4.02 -1.69 2.48
C -5.39 -1.99 3.07
C -5.34 -2.53 4.52
C -6.48 -3.55 4.57
C -7.06 -3.51 3.14
O -6.03 -2.99 2.32
C -1.82 -0.91 0.86
C -0.80 -0.51 0.01
H 1.30 -2.03 -2.37
H 0.27 -1.79 -3.79
H -0.44 -1.72 -2.17
H 1.92 -0.27 -4.38
H 1.52 1.41 -3.92
H 2.22 2.06 -1.83
H 2.79 3.42 -0.15
H 4.44 4.19 1.51
H 6.67 3.09 1.64
H 5.57 0.48 -1.55
H -2.57 1.44 -2.11
H -4.40 0.70 -0.61
H -3.58 -2.64 2.14
H -3.38 -1.23 3.24
H -5.99 -1.06 3.04
H -5.46 -1.73 5.24
H -4.38 -3.01 4.70
H -6.11 -4.54 4.80
H -7.24 -3.29 5.30
H -7.93 -2.84 3.10
H -7.34 -4.48 2.75
H -1.58 -1.55 1.69
H 0.21 -0.84 0.20
*
```

***

*B*
Molecular formula: C21H23FN2O4
Method: DFT, wB97M-V/def2-TZVPD

## Properties
- SMILES: COc1ccc(NC(=O)[C@@H]2CC(=O)N(CCc3ccc(F)cc3)C2)c(OC)c1
- Orbital gap: 8.4 eV

```
! RIJCOSX wB97M-V def2-TZVPD def2/J DEFGRID3
* xyz 0 1
C -7.93 -0.73 -0.64
O -7.07 0.32 -0.27
C -5.73 0.11 -0.34
C -5.12 -1.06 -0.75
C -3.74 -1.15 -0.79
C -2.95 -0.07 -0.41
N -1.55 -0.09 -0.42
C -0.71 -1.11 -0.74
O -1.06 -2.21 -1.08
C 0.76 -0.73 -0.56
C 1.70 -1.60 -1.40
C 2.91 -1.83 -0.52
O 3.99 -2.26 -0.86
N 2.57 -1.48 0.74
C 3.49 -1.56 1.85
C 4.08 -0.19 2.21
C 4.70 0.42 0.99
C 3.99 1.34 0.22
C 4.51 1.84 -0.96
C 5.77 1.42 -1.35
F 6.29 1.91 -2.50
C 6.50 0.51 -0.61
C 5.96 0.02 0.56
C 1.22 -1.01 0.88
C -3.57 1.12 0.00
O -2.71 2.14 0.36
C -3.28 3.36 0.77
C -4.94 1.21 0.03
H -8.94 -0.35 -0.51
H -7.79 -1.61 0.00
H -7.79 -1.02 -1.69
H -5.70 -1.92 -1.05
H -3.26 -2.06 -1.10
H -1.15 0.80 -0.14
H 0.91 0.33 -0.80
H 1.22 -2.56 -1.60
H 1.98 -1.15 -2.35
H 2.97 -2.00 2.71
H 4.29 -2.23 1.53
H 3.29 0.46 2.60
H 4.83 -0.33 2.99
H 3.01 1.66 0.54
H 3.97 2.55 -1.56
H 7.47 0.20 -0.95
H 6.51 -0.70 1.14
H 0.59 -1.79 1.34
H 1.17 -0.12 1.52
H -2.43 4.02 0.99
H -3.88 3.24 1.67
H -3.88 3.81 -0.03
H -5.46 2.10 0.35
*
```

***

Which structure wins on stability? *B* wins.

***

*A*
Molecular formula: C6H13N
Method: DFT, wB97M-V/def2-TZVPD

## Properties
- SMILES: CCCN1C[C@H]1C
- Orbital gap: 10.3 eV

```
! RIJCOSX wB97M-V def2-TZVPD def2/J DEFGRID3
* xyz 0 1
C 2.79 -0.34 0.09
C 1.29 -0.57 0.13
C 0.59 0.35 -0.88
N -0.83 0.11 -0.84
C -1.82 1.16 -0.87
C -1.47 0.46 0.40
C -2.08 -0.77 1.03
H 3.02 0.70 0.35
H 3.17 -0.53 -0.92
H 3.33 -0.99 0.79
H 1.03 -1.61 -0.09
H 0.90 -0.37 1.14
H 0.95 0.12 -1.89
H 0.85 1.40 -0.65
H -2.74 0.94 -1.41
H -1.47 2.19 -0.98
H -0.90 1.11 1.07
H -2.13 -0.71 2.12
H -3.06 -1.02 0.62
H -1.42 -1.61 0.78
*
```

***

*B*
Molecular formula: C6H13N
Method: DFT, wB97M-V/def2-TZVPD

## Properties
- SMILES: C=CC[C@@H](C)NC
- Orbital gap: 9.3 eV

```
! RIJCOSX wB97M-V def2-TZVPD def2/J DEFGRID3
* xyz 0 1
C -2.67 -0.07 0.49
C -1.72 0.86 0.53
C -0.71 0.95 -0.62
C 0.37 -0.09 -0.57
C 1.42 0.14 -1.64
N 0.82 -0.22 0.86
C 1.88 -1.33 1.12
H -3.59 -0.19 1.13
H -2.41 -0.92 -0.07
H -1.78 1.88 0.98
H -1.17 1.10 -1.69
H -0.15 1.88 -0.38
H -0.13 -1.08 -0.84
H 1.57 1.25 -1.78
H 2.30 -0.46 -1.22
H 1.16 -0.48 -2.49
H 0.51 0.73 1.24
H 2.73 -1.31 0.33
H 1.35 -2.23 0.87
H 2.31 -1.40 2.10
*
```

***

Which structure wins on stability? *A* wins.

***

*A*
Molecular formula: C6H13N
Method: DFT, wB97M-V/def2-TZVPD

## Properties
- SMILES: C/C=N/C.C=CC
- Orbital gap: 10.5 eV

```
! RIJCOSX wB97M-V def2-TZVPD def2/J DEFGRID3
* xyz 0 1
C -1.58 1.64 0.35
C -1.41 0.17 0.47
N -1.42 -0.62 -0.53
C -1.47 -2.04 -0.23
H -2.53 1.93 0.82
H -0.78 2.17 0.88
H -1.58 1.93 -0.71
H -1.49 -0.22 1.51
H -0.56 -2.53 -0.60
H -1.57 -2.28 0.84
H -2.31 -2.48 -0.78
C 1.47 1.15 -1.23
C 2.04 0.67 -0.14
C 1.98 -0.60 0.60
H 1.56 2.04 -1.84
H 0.82 0.43 -1.69
H 2.88 1.31 0.05
H 2.95 -1.10 0.53
H 1.85 -0.38 1.67
H 1.18 -1.20 0.19
*
```

***

*B*
Molecular formula: C6H13N
Method: DFT, wB97M-V/def2-TZVPD

## Properties
- SMILES: C[C@@H]1CCCN1C
- Orbital gap: 9.5 eV

```
! RIJCOSX wB97M-V def2-TZVPD def2/J DEFGRID3
* xyz 0 1
C 1.19 1.23 -1.21
C 0.72 -0.07 -0.52
C -0.41 -0.73 -1.35
C -1.69 -0.44 -0.54
C -1.18 -0.39 0.91
N 0.12 0.27 0.79
C 1.04 0.09 1.86
H 0.46 2.02 -1.28
H 2.04 1.56 -0.60
H 1.51 0.95 -2.22
H 1.57 -0.75 -0.41
H -0.48 -0.33 -2.36
H -0.15 -1.79 -1.46
H -2.35 -1.27 -0.80
H -2.17 0.46 -0.92
H -1.91 0.23 1.43
H -1.16 -1.42 1.30
H 1.55 -0.91 2.01
H 1.99 0.62 1.67
H 0.67 0.33 2.85
*
```

***

*C*
Molecular formula: C6H13N
Method: DFT, wB97M-V/def2-TZVPD

## Properties
- SMILES: C=CCCCNC
- Orbital gap: 9.7 eV

```
! RIJCOSX wB97M-V def2-TZVPD def2/J DEFGRID3
* xyz 0 1
C -1.41 -0.29 3.15
C -1.20 -0.78 1.92
C 0.31 -0.79 1.47
C 0.29 0.33 0.45
C 0.59 -0.32 -0.85
N 1.29 0.56 -1.92
C 0.37 0.76 -3.20
H -2.45 -0.11 3.64
H -0.64 0.04 3.80
H -1.94 -1.18 1.13
H 0.96 -0.60 2.38
H 0.52 -1.76 1.20
H -0.66 0.81 0.21
H 0.94 1.20 0.83
H -0.23 -0.88 -1.31
H 1.33 -1.12 -0.81
H 1.60 1.45 -1.56
H 0.07 -0.13 -3.63
H -0.60 1.41 -2.97
H 0.88 1.40 -3.93
*
```

***

Which structure wins on stability? *B* wins.

***

*A*
Molecular formula: C6H13N
Method: DFT, wB97M-V/def2-TZVPD

## Properties
- SMILES: C/C=C(/N)C(C)C
- Orbital gap: 8.9 eV

```
! RIJCOSX wB97M-V def2-TZVPD def2/J DEFGRID3
* xyz 0 1
C -2.39 -1.00 0.24
C -1.65 -0.03 -0.63
C -0.36 0.32 -0.58
N 0.19 1.15 -1.56
C 0.64 -0.19 0.43
C 1.14 0.95 1.33
C 1.81 -0.89 -0.26
H -3.25 -0.50 0.69
H -2.78 -1.82 -0.37
H -1.77 -1.41 1.03
H -2.25 0.41 -1.42
H -0.50 1.64 -2.11
H 0.91 1.77 -1.22
H 0.15 -0.92 1.08
H 1.74 1.67 0.76
H 0.31 1.48 1.78
H 1.77 0.55 2.12
H 1.44 -1.71 -0.87
H 2.34 -0.20 -0.92
H 2.51 -1.28 0.47
*
```

***

*B*
Molecular formula: C6H13N
Method: DFT, wB97M-V/def2-TZVPD

## Properties
- Orbital gap: 9.4 eV

```
! RIJCOSX wB97M-V def2-TZVPD def2/J DEFGRID3
* xyz 0 1
C 2.95 -0.25 0.01
C 1.43 -0.41 0.12
C 0.68 0.28 -1.02
N -0.75 0.06 -1.01
C -1.49 1.04 -1.32
C -2.20 0.47 1.15
C -2.34 -0.91 1.17
H 3.25 0.81 0.03
H 3.34 -0.69 -0.91
H 3.45 -0.74 0.85
H 1.16 -1.47 0.11
H 1.10 0.02 1.07
H 1.02 -0.16 -1.97
H 0.94 1.35 -1.04
H -2.56 0.90 -1.50
H -1.10 2.05 -1.50
H -1.20 0.83 1.44
H -2.83 -0.11 2.11
H -3.29 -1.37 0.87
H -1.56 -1.68 1.32
*
```

***

Which structure wins on stability? *A* wins.